(1)
Formula: C9H22BN
Source: OMol25
Level of theory: wB97M-V/def2-TZVPD

Last column: Mulliken charge in e.
CARTESIAN COORDINATES (ANGSTROEM)
N (-0.9838, -1.0870, 0.7708)  -0.6154
C (0.3336, 2.3891, -0.6540)  -0.0342
C (-1.5225, -3.3747, 0.8565)  -1.4078
C (-1.7574, 1.6913, -2.0444)  -1.4425
C (-1.0046, -2.3126, -0.0367)  0.5932
C (2.5343, 1.4888, 2.9477)  -1.3414
C (-0.8426, 1.4618, -0.8494)  0.3311
C (0.3049, -2.8467, -0.7301)  -1.8840
C (1.4518, 2.0123, -1.6623)  -1.1813
C (1.6629, 1.4806, 1.7739)  0.2862
B (0.9616, 2.0604, 0.6945)  0.0623
H (1.4789, 0.4655, 1.3461)  0.1007
H (-1.1250, -4.3957, 0.6908)  0.3303
H (1.8968, 1.1352, 3.8071)  0.3035
H (-2.7321, 2.2498, -1.7540)  0.2771
H (3.4749, 0.8975, 3.0193)  0.3041
H (0.5501, -2.2011, -1.4257)  0.5515
H (-0.3840, -1.2124, 1.4896)  0.2647
H (2.7334, 2.5271, 3.2990)  0.2584
H (1.7627, 0.9640, -1.5559)  0.2762
H (-1.5396, 1.5898, -0.0751)  0.3861
H (2.2605, 2.6640, -1.5234)  0.4121
H (-1.3531, 2.2194, -2.8262)  0.4251
H (-2.4508, -3.3879, 0.4290)  0.4008
H (-1.6929, -2.1304, -0.8173)  0.2551
H (-0.0226, 3.4153, -0.9096)  0.2932
H (-2.0206, 0.7473, -2.4380)  0.3646
H (-0.1448, -3.5368, -1.3558)  0.5687
H (1.0555, -3.3756, -0.2155)  0.3786
H (-1.9628, -0.9175, 1.4373)  0.2622
H (-0.5198, 0.4458, -0.7984)  -0.3916
H (-1.5971, -3.2513, 1.9495)  0.3443
H (1.1942, 2.1246, -2.8395)  0.2679

Output
Orbital gap: 8.27 eV
SMILES: C/C=B/[C@@H](C)CC.CC(C)N
Calculated total energy: -435.51809 a.u.
HOMO: -7.63 eV
Relative energy (zero: lowest compared OMol25 entry of this formula, charge and spin): 3.975 eV
Net charge: 0

***

(2)
Formula: C18H33N3O2
Source: OMol25
Level of theory: wB97M-V/def2-TZVPD

Last column: Mulliken charge in e.
CARTESIAN COORDINATES (ANGSTROEM)
O (3.4706, -3.3636, 0.0999)  -0.6215
O (2.2483, -1.8465, 2.1887)  -0.6514
N (1.8785, -2.4918, -1.2270)  -0.0920
N (1.5884, -0.4169, 0.5696)  0.6749
N (5.6021, 1.2402, 1.0610)  -0.4874
C (-3.8982, -0.2113, 0.9733)  0.4156
C (2.1357, -1.5732, 1.0119)  0.8870
C (3.3909, 1.5623, -0.8133)  -0.3226
C (-1.3545, 0.2080, 1.2056)  0.6484
C (5.7918, 0.9361, -0.3481)  -0.6817
C (-0.1916, 0.1722, 2.1939)  -1.0052
C (-4.2262, 1.1483, 0.3544)  -0.8028
C (4.8532, 1.8052, -1.1890)  -0.8908
C (-5.4408, 0.0119, -1.5231)  -0.5597
C (-5.0848, -1.3451, -0.9232)  -0.9274
C (1.4877, -0.1411, -0.8493)  -0.6142
C (-5.5337, 1.0722, -0.4298)  -0.8333
C (2.5862, -2.5560, -0.0728)  -0.2468
C (1.1482, 0.5526, 1.5576)  -1.3322
C (-3.7784, -1.2546, -0.1390)  -0.6619
C (2.8422, 0.2833, -1.4411)  -0.7431
C (0.9707, -1.4141, -1.5310)  -0.8471
C (-2.6672, -0.1700, 1.8888)  -1.4333
H (1.0769, 1.5301, 1.0784)  0.5558
H (5.0988, 2.8535, -1.0061)  0.3687
H (5.5514, -0.1202, -0.4897)  0.3773
H (-6.3902, -0.0551, -2.0586)  0.3353
H (-1.4334, 1.2109, 0.7804)  0.2037
H (-3.4246, 1.4495, -0.3229)  0.2932
H (2.7797, 2.4111, -1.1283)  0.2801
H (-2.8597, 0.5431, 2.6944)  0.4219
H (3.3536, 1.4867, 0.2729)  0.3752
H (2.7263, 0.4244, -2.5184)  0.3491
H (-2.5462, -1.1547, 2.3474)  0.4020
H (-3.5327, -2.2285, 0.2903)  0.4212
H (5.9644, 2.1632, 1.2765)  0.1871
H (-2.9764, -0.9738, -0.8250)  0.1706
H (5.0167, 1.6008, -2.2487)  0.3546
H (6.0878, 0.5677, 1.6422)  0.2093
H (-0.3881, 0.8679, 3.0117)  0.4451
H (-4.6712, 0.3018, -2.2428)  0.3030
H (-4.3071, 1.9033, 1.1395)  0.3225
H (-0.0972, -0.8269, 2.6206)  0.4303
H (1.9089, 0.5899, 2.3428)  0.4692
H (-0.0382, -1.6515, -1.1646)  0.1964
H (-4.7474, -0.4999, 1.6054)  0.4298
H (6.8285, 1.0898, -0.6935)  0.3634
H (-5.7586, 2.0446, -0.8735)  0.3586
H (-1.1549, -0.4931, 0.3951)  -0.4177
H (3.5563, -0.5249, -1.2814)  0.3209
H (2.1061, -3.1686, -1.9409)  0.2370
H (0.9199, -1.2759, -2.6127)  0.5276
H (-6.3500, 0.8192, 0.2508)  0.3653
H (-4.9918, -2.0898, -1.7170)  0.3676
H (-5.8870, -1.6678, -0.2556)  0.3821
H (0.7604, 0.6650, -0.9870)  0.7223

Output
Orbital gap: 9.81 eV
SMILES: NCCCC[C@H]1CNC(=O)C(=O)N1CCCCC1CCCCC1
Calculated total energy: -1020.47015 a.u.
HOMO: -9.24 eV
Relative energy (zero: lowest compared OMol25 entry of this formula, charge and spin): 0.046 eV
Net charge: 0

***

(3)
Formula: CH5N3S
Source: OMol25
Level of theory: wB97M-V/def2-TZVPD

Last column: Mulliken charge in e.
CARTESIAN COORDINATES (ANGSTROEM)
S (-0.3395, -0.4744, 2.3618)  -0.1499
N (-0.4020, 0.2158, -1.3270)  -0.6376
N (1.4513, -0.4370, -0.0701)  -0.6187
N (-0.8027, 0.0655, 0.7867)  -0.4843
C (0.1844, -0.0584, -0.2225)  0.5301
H (-1.6438, -0.3736, -1.4399)  0.3551
H (-1.0813, 1.2055, 1.0676)  0.3297
H (0.0232, -0.4482, -2.7080)  0.2927
H (0.7260, 0.6143, 2.4412)  0.1472
H (1.8845, -0.3095, -0.8898)  0.2358

Output
Orbital gap: 8.36 eV
Calculated total energy: -603.31596 a.u.
HOMO: -9.19 eV
Relative energy (zero: lowest compared OMol25 entry of this formula, charge and spin): 6.257 eV
Net charge: 0

***

(4)
Formula: C39H43As2ClFeSi2
Source: OMol25
Level of theory: wB97M-V/def2-TZVPD

Last column: Löwdin spin population.
CARTESIAN COORDINATES (ANGSTROEM)
As (0.1012, 1.8893, -0.1325)  0.0221
As (1.7407, -1.1439, -0.3824)  0.1339
Fe (-0.3512, -1.4800, -2.4315)  1.6495
Cl (3.8014, 3.3476, -1.7407)  0.0065
Si (3.0669, 2.7953, -3.5609)  0.0044
Si (0.2051, -1.1067, -4.3861)  0.1449
C (1.0855, 0.3900, -6.6643)  0.0129
C (0.8997, 4.7007, -3.6781)  0.0014
C (-1.8156, 2.0684, 0.2480)  0.0029
C (-1.2166, 0.8281, -6.0496)  0.0138
C (1.3084, 5.1500, -6.4053)  -0.0002
C (-0.1295, -2.5219, -5.7437)  0.0223
C (-1.4994, -3.2278, -2.2796)  0.0003
C (1.7450, -0.9910, 2.5704)  0.0078
C (0.3795, 1.4699, 2.7242)  0.0012
C (0.1519, 5.6461, -5.7938)  0.0004
C (2.3106, -1.1452, -3.8811)  0.2212
C (-1.4662, -3.5809, -7.4655)  0.0020
C (0.8111, 0.8228, 3.8937)  0.0005
C (0.6371, 0.8841, 1.4905)  0.0080
C (1.9828, 4.0967, -4.3243)  0.0012
C (2.0678, -3.0121, 0.0962)  0.0074
C (2.7657, 0.1531, -3.5495)  0.3582
C (-2.2481, -2.1144, -2.8406)  0.0196
C (-1.2876, 1.8147, -7.0339)  0.0020
C (0.6397, 1.4177, -3.2034)  0.3347
C (-2.3045, -1.0724, -1.8371)  -0.0011
C (1.3693, -1.9191, -3.1309)  0.4187
C (-0.3138, -4.1084, -8.0516)  0.0008
C (3.6104, -0.5525, -0.5169)  0.0351
C (1.0126, 1.3666, -7.6593)  0.0020
C (2.2378, 4.4048, -5.6725)  0.0009
C (1.9868, 1.2586, -3.3316)  0.0869
C (-0.0511, 5.4273, -4.4187)  -0.0001
C (-1.5246, -1.5074, -0.7041)  0.0460
C (0.9445, -3.8144, -7.5016)  0.0025
C (-0.1732, 2.0926, -7.8280)  0.0038
C (-1.0452, -2.8414, -0.9781)  0.0319
C (0.6609, 3.6770, 0.4547)  0.0008
C (-1.3871, -2.7934, -6.3059)  0.0026
C (1.0224, -3.0218, -6.3437)  0.0067
C (-0.0107, 0.1440, -5.8510)  0.0446
C (1.4860, -0.3935, 3.8162)  0.0021
C (-0.2763, 0.3028, -3.0449)  0.1991
C (1.3179, -0.3575, 1.4051)  0.0410
H (0.6157, 1.2883, 4.8592)  0.0001
H (2.0034, -2.7510, -5.9524)  0.0023
H (-1.4209, -0.9927, 0.2472)  0.0038
H (-0.5803, 6.2297, -6.3765)  0.0000
H (-2.4426, -3.7684, -7.9308)  0.0002
H (0.1011, -0.1930, -1.6953)  0.0048
H (2.2725, -1.9424, 2.5168)  0.0012
H (-0.1367, 2.4266, 2.7824)  0.0002
H (-2.7697, -2.1215, -3.7958)  0.0017
H (2.9849, -1.7229, -4.5189)  0.0055
H (-2.1615, 1.2209, 0.8479)  0.0001
H (1.8886, 1.5715, -8.2722)  0.0002
H (0.2099, 2.4175, -3.2726)  0.0130
H (3.1295, -3.1268, 0.3547)  0.0004
H (3.8565, 0.3000, -3.5794)  0.0210
H (-0.9355, 5.8328, -3.9250)  0.0000
H (0.7827, 4.6072, -2.5973)  0.0005
H (4.1311, -0.9204, 0.3776)  0.0048
H (1.8211, -3.6178, -0.7844)  0.0024
H (-0.3779, -4.7331, -8.9466)  0.0000
H (1.5382, 3.5624, 1.0981)  0.0001
H (0.9294, 4.2434, -0.4433)  0.0001
H (-2.3221, 2.0825, -0.7242)  0.0001
H (-2.1011, 0.6034, -5.4354)  0.0004
H (1.8219, -0.8935, 4.7285)  0.0004
H (3.6342, 0.5444, -0.5619)  0.0015
H (4.0451, -0.9782, -1.4304)  0.0022
H (1.5757, -3.0035, -3.0733)  0.0158
H (3.9295, 2.3668, -4.5016)  0.0017
H (-2.2123, 2.3828, -7.1614)  0.0002
H (-0.1678, 4.1576, 0.9878)  0.0002
H (1.5042, 5.3676, -7.4641)  0.0000
H (1.8561, -4.1733, -7.9736)  0.0001
H (1.4220, -3.2845, 0.9375)  0.0007
H (-1.3917, -4.2122, -2.7002)  -0.0007
H (2.0185, -0.1640, -6.5169)  0.0047
H (3.1707, 4.0658, -6.1260)  0.0000
H (-2.8593, -0.1429, -1.8922)  -0.0002
H (-0.5667, -3.4905, -0.2584)  0.0028
H (-0.2133, 2.8920, -8.5691)  0.0002
H (-1.3103, 0.6462, -3.1833)  0.0040
H (-2.2831, -2.3403, -5.8752)  0.0001
H (-1.9666, 3.0193, 0.7736)  0.0004

Output
Spin multiplicity: 5
Orbital gap (spin up / spin down): 5.53 / 6.37 eV
Calculated total energy: -8286.03544 a.u.
HOMO (spin up / spin down): -5.03 / -7.46 eV
Relative energy (zero: lowest compared OMol25 entry of this formula, charge and spin): 6.662 eV
Net charge: 0
<S²>: 6.055

***

(5)
Formula: C10H15N2O2P
Source: OMol25
Level of theory: wB97M-V/def2-TZVPD

Last column: Mulliken charge in e.
CARTESIAN COORDINATES (ANGSTROEM)
P (-0.9634, 0.1680, -0.2136)  0.1598
O (-1.0658, -0.6606, 1.1926)  -0.3597
O (-1.3388, -1.1594, -1.0810)  -0.3878
N (1.0178, 1.3117, 0.4981)  -0.7304
N (-2.3856, 1.0204, -0.1938)  0.2622
C (3.3190, 1.0843, 0.5852)  -0.4748
C (2.0197, 0.5468, 0.1602)  1.0926
C (-2.0450, -2.1058, -0.3653)  -0.3457
C (4.4580, 0.3979, 0.3977)  -0.2414
C (3.2937, -1.2702, -0.7860)  -0.6227
C (-2.6624, 1.8466, -1.4581)  -0.9803
C (2.0895, -0.6202, -0.6364)  -0.3407
C (4.5156, -0.7854, -0.2688)  -0.6540
C (-2.6402, 1.8629, 1.0522)  -1.0122
C (-1.6352, -1.9604, 1.1103)  -0.2322
H (-3.6560, 1.6384, 1.2697)  0.3598
H (-2.2035, 2.8475, -1.5400)  0.3631
H (-1.8085, -3.1979, -0.8198)  0.2557
H (-0.8948, -2.8205, 1.4367)  0.1985
H (1.1440, -1.0791, -0.8667)  0.3867
H (-1.9933, 1.4586, 1.7918)  0.3536
H (-3.1131, -1.8501, -0.4443)  0.2664
H (-3.7622, 1.7493, -1.6443)  0.3325
H (3.3652, -2.2347, -1.2906)  0.3169
H (-2.5508, -1.8970, 1.8659)  0.2335
H (5.4019, -1.2555, -0.3546)  0.5274
H (-2.2099, 1.4044, -2.3970)  0.3073
H (3.3689, 1.8608, 1.3134)  0.3508
H (5.4192, 0.7863, 0.7282)  0.3028
H (-2.4840, 2.9125, 0.9584)  0.3121

Output
Orbital gap (spin up / spin down): 5.93 / 7.72 eV
Calculated total energy: -991.23356 a.u.
HOMO (spin up / spin down): -6.89 / -7.51 eV
Relative energy (zero: lowest compared OMol25 entry of this formula, charge and spin): 4.704 eV
Net charge: 0